ORCA calculation (ωB97M-V with the def2-TZVPD basis set) on a gas-phase ion, CH5N2O (charge +1) in a non-equilibrium geometry.

Structure (XYZ):
```
9
CH5N2O, DFT ωB97M-V with the def2-TZVPD basis set
H -1.1432 0.7106 -0.1307
N 1.3403 0.8087 0.2777
H -1.2106 -0.6640 -1.1300
H 1.1430 1.7006 -0.0948
H 0.4947 -1.0813 1.1844
C 0.5448 -0.2684 0.3999
H -1.6074 -0.7058 0.4054
N -0.9577 -0.2149 -0.2412
O 1.3961 -0.2855 -0.6707
```

Results
LUMO ... -4.125 eV
DFT total energy ... -6134.7633 eV
Charge ... +1
F_max ... 0.0848 hartree/bohr
HOMO energy ... -15.44 eV
Relative energy (zero: lowest compared OMol25 entry of this formula, charge and spin) ... 99.6 kcal/mol

Here are the Löwdin charges for atoms 1 to 2, given in e: 0.103, 0.148